Entry from OMol25: an isolated molecule of C2H8NO2PS (wB97M-V/def2-TZVPD).

Each line ends with the natural charge from an NBO analysis.
Atoms and positions in Å:
O (0.5790, 0.5377, 1.9186)  -0.976
C (2.4552, 0.1060, -0.9803)  -0.239
S (0.4875, -2.3475, 0.2755)  -0.568
H (2.8098, 0.3601, -0.0750)  0.194
H (2.6746, -1.0053, -1.1909)  0.210
H (-1.1130, 1.1703, -0.0570)  0.411
O (1.0394, 0.3843, -0.7680)  -0.839
H (0.1049, 0.1342, 2.5619)  0.460
H (-2.4539, -1.4400, -0.5968)  0.232
C (-2.2179, -0.4152, -0.9817)  -0.405
H (-3.2365, 0.1657, -0.9660)  0.204
H (-1.8616, -0.2707, -1.9287)  0.188
H (2.9172, 0.7079, -1.6593)  0.197
P (0.2049, -0.4384, 0.2112)  1.939
N (-1.2819, 0.1225, 0.0044)  -1.007

**SMILES**: CN[P@@](O)(=S)OC
**HOMO level**: -0.341 Ha
**Total charge**: 0
**E_LUMO**: 0.025 Eh
**Total energy**: -1025.7786 Ha

---

Entry from OMol25: the ion C5H15N3 with charge -1 (wB97M-V/def2-TZVPD).

Each line ends with the natural charge from an NBO analysis.
Atoms and positions in Å:
H (-1.6913, 2.6338, 2.0708)  0.350
C (-0.2188, 1.1928, 1.8743)  -0.219
H (-0.4173, -1.7120, 1.4751)  0.171
H (-1.9838, 1.5387, 0.8457)  0.357
N (0.9405, -1.2428, -0.0485)  -0.678
H (-0.9324, -0.2685, -0.1877)  0.160
N (-1.5896, 1.6830, 1.7619)  -0.875
H (-0.1288, 1.2896, -1.9847)  0.170
H (0.4451, 2.0808, 0.0346)  0.184
C (0.3095, 0.3209, -1.8073)  -0.313
H (1.0804, -1.7130, -0.9476)  0.323
C (0.5385, 1.1152, 0.5449)  -0.420
H (0.3366, -1.2818, -3.1818)  0.291
N (-0.3015, -0.6126, -2.7524)  -1.020
H (-0.2047, -3.0263, 0.3019)  0.131
C (0.3010, -2.2154, 0.8358)  -0.703
H (1.5861, 1.0319, 0.7816)  0.211
H (0.3282, 1.8165, 2.5700)  0.173
H (1.0599, -2.7108, 1.4488)  0.172
H (-1.0208, -1.1716, -2.3115)  0.318
C (0.1367, -0.0614, -0.3442)  -0.143
H (1.3769, 0.3781, -2.0389)  0.183
H (-0.2271, 0.1940, 2.2990)  0.176

**2S+1**: 2
**HOMO level (alpha / beta)**: 0.052 / -0.190 Ha
**Total charge**: -1
**E_LUMO (alpha / beta)**: 0.138 / 0.133 Eh
**Total energy**: -363.6920 Ha

---

Entry from OMol25: an isolated molecule of C11H15NO (wB97M-V/def2-TZVPD).

Each line ends with the natural charge from an NBO analysis.
Atoms and positions in Å:
C (2.1745, 1.7343, -1.6150)  -0.215
O (-2.4734, -1.2442, 1.7199)  -0.527
C (0.5673, 0.2262, 0.1241)  -0.035
C (-2.0696, -0.4786, -0.6222)  -0.294
H (2.3248, -1.6167, 1.0986)  0.221
C (-1.6894, -0.6937, 0.7364)  0.299
C (2.6320, -0.5880, 1.4005)  -0.613
H (-0.0239, -0.4913, 2.0560)  0.203
C (1.9983, 0.4991, 0.5243)  -0.084
H (-1.5504, 0.1997, -2.5401)  0.208
C (-3.9090, -1.3938, 1.6772)  -0.259
C (-1.2081, 0.1505, -1.5616)  -0.185
H (1.6135, 0.0171, -2.8521)  0.204
H (3.7193, 0.2121, -0.7751)  0.346
H (0.5404, 1.3641, -3.0270)  0.220
H (-3.1741, -0.7045, -0.8382)  0.209
H (-4.5453, -0.3000, 1.8804)  0.180
H (-4.1505, -1.9690, 0.7221)  0.195
N (2.8416, 1.0591, -0.5242)  -0.626
H (-3.9698, -1.9163, 2.6396)  0.212
H (3.0710, 2.2092, -2.1492)  0.233
H (1.8639, 1.2937, 1.2453)  0.182
C (1.1340, 0.8919, -2.2170)  -0.453
H (2.2241, -0.3867, 2.3907)  0.216
H (3.7547, -0.3144, 1.4616)  0.223
C (0.1471, 0.3811, -1.2246)  -0.039
C (-0.3205, -0.3227, 1.0366)  -0.203
H (1.4588, 2.5036, -0.9553)  0.179

**SMILES**: COc1ccc2c(c1)[C@@H](C)NCC2
**HOMO level**: -0.298 Ha
**Total charge**: 0
**E_LUMO**: 0.033 Eh
**Total energy**: -558.0181 Ha

---

Entry from OMol25: a structure of composition C5H4N2 (wB97M-V/def2-TZVPD).

Each line ends with the natural charge from an NBO analysis.
Atoms and positions in Å:
C (-0.2738, 1.6166, -0.4578)  0.006
H (-0.6004, -1.3700, 1.2543)  0.177
C (-0.9925, -0.7036, 0.4751)  0.091
N (-1.1448, 1.2574, -1.2575)  -0.143
C (1.3685, -0.1682, -0.1455)  -0.066
C (2.5485, -0.4364, -0.1420)  -0.170
H (0.3787, 2.4828, -0.4156)  0.204
N (-2.1741, -0.7651, 0.0119)  -0.565
H (-2.7362, -1.4198, 0.5515)  0.337
H (3.5867, -0.6978, -0.1725)  0.243
C (-0.0024, 0.2473, -0.0465)  -0.114

**HOMO level (alpha / beta)**: -0.314 / -0.320 Ha
**Total charge**: 0
**E_LUMO (alpha / beta)**: -0.019 / -0.026 Eh
**Total energy**: -302.2286 Ha